#1
Molecular formula: C20H46NO10S4V
Method: DFT, ωB97M-V/def2-TZVPD

Output
2S+1 = 1
HOMO energy = -6.42 eV
HOMO-LUMO gap = 6.43 eV

CARTESIAN COORDINATES (ANGSTROEM)
O -14.247 -8.178 -2.370
V -14.868 -7.607 -3.699
O -16.125 -6.690 -3.309
C -13.920 -11.079 -3.881
C -15.401 -11.393 -3.753
C -15.602 -12.260 -2.526
C -17.057 -12.359 -2.040
C -17.845 -11.037 -2.115
C -17.596 -10.190 -3.358
N -16.169 -10.159 -3.660
O -15.839 -9.247 -4.685
C -18.121 -8.805 -3.055
C -18.397 -10.754 -4.567
C -15.752 -12.266 -4.994
H -13.310 -11.950 -3.618
H -13.591 -10.215 -3.313
H -13.678 -10.869 -4.926
H -14.954 -11.942 -1.703
H -15.343 -13.313 -2.688
H -17.009 -12.649 -0.988
H -17.593 -13.146 -2.575
H -17.690 -10.476 -1.194
H -18.870 -11.420 -2.152
H -17.682 -8.330 -2.177
H -19.194 -8.843 -2.833
H -17.980 -8.125 -3.895
H -19.312 -10.176 -4.732
H -18.735 -11.778 -4.398
H -17.802 -10.678 -5.474
H -16.710 -12.760 -4.853
H -14.952 -12.996 -5.139
H -15.764 -11.652 -5.898
C -15.672 -5.691 -0.130
C -15.465 -4.555 0.865
O -14.151 -4.774 1.394
C -13.548 -5.734 0.670
O -12.431 -6.104 0.824
O -14.368 -6.238 -0.266
H -16.053 -5.361 -1.092
H -16.314 -6.464 0.293
H -16.230 -4.448 1.632
H -15.433 -3.562 0.400
C -10.766 -7.161 -5.769
S -11.549 -8.526 -4.855
O -12.913 -7.971 -4.639
C -11.596 -9.690 -6.225
H -9.699 -7.376 -5.812
H -10.909 -6.265 -5.174
H -11.303 -7.124 -6.711
H -12.450 -9.447 -6.864
H -11.780 -10.670 -5.796
H -10.718 -9.652 -6.866
C -12.430 -3.517 -2.774
S -13.100 -4.616 -4.026
O -13.731 -5.694 -3.215
C -14.453 -3.547 -4.552
H -11.664 -4.047 -2.216
H -13.254 -3.293 -2.092
H -12.121 -2.573 -3.220
H -15.181 -4.187 -5.041
H -14.053 -2.846 -5.288
H -14.847 -3.017 -3.689
C -17.529 -6.182 -6.159
S -15.914 -6.487 -6.905
O -14.959 -6.754 -5.793
C -16.248 -8.107 -7.586
H -17.408 -5.556 -5.280
H -18.102 -7.086 -5.979
H -18.043 -5.595 -6.930
H -16.831 -7.972 -8.501
H -16.802 -8.750 -6.901
H -15.288 -8.582 -7.771
C -11.248 -9.238 -1.184
S -10.289 -10.009 0.111
O -8.929 -9.410 0.092
C -11.146 -9.168 1.441
H -11.238 -8.151 -1.075
H -12.312 -9.492 -1.105
H -10.992 -9.531 -2.199
H -10.665 -9.407 2.388
H -12.219 -9.354 1.506
H -11.069 -8.090 1.289



#2
Molecular formula: C20H46NO10S4V
Method: DFT, ωB97M-V/def2-TZVPD

Output
2S+1 = 1
HOMO energy = -5.34 eV
HOMO-LUMO gap = 3.20 eV

CARTESIAN COORDINATES (ANGSTROEM)
O -1.737 0.778 -0.743
V -0.481 1.521 -0.973
O -0.791 3.139 -1.300
C -0.389 -1.113 4.148
C 1.004 -0.490 4.289
C 1.679 -1.086 5.615
C 2.300 -2.532 5.416
C 3.404 -2.460 4.345
C 2.897 -1.930 2.959
N 1.890 -0.752 3.151
O 1.550 -0.130 1.901
C 2.284 -3.170 2.300
C 4.085 -1.432 2.124
C 0.834 1.060 4.557
H -0.924 -0.846 3.237
H -1.104 -0.912 4.947
H -0.345 -2.201 4.096
H 1.022 -1.060 6.484
H 2.522 -0.456 5.898
H 1.544 -3.244 5.085
H 2.705 -2.849 6.377
H 4.005 -3.326 4.067
H 4.162 -1.863 4.852
H 3.003 -3.893 1.917
H 1.866 -2.750 1.386
H 1.476 -3.665 2.839
H 4.827 -2.192 1.878
H 4.740 -0.702 2.600
H 3.723 -1.059 1.166
H 0.241 1.583 3.807
H 1.804 1.541 4.427
H 0.570 1.225 5.602
C -2.535 -3.634 0.869
C -2.665 -4.016 -0.608
O -4.028 -4.184 -0.817
C -4.687 -3.547 0.089
O -5.872 -3.214 0.095
O -3.868 -3.095 1.023
H -1.818 -2.814 0.852
H -2.223 -4.405 1.574
H -2.173 -4.982 -0.721
H -2.431 -3.347 -1.436
C 1.524 -1.584 -5.247
S 1.915 -2.221 -3.526
O 0.853 -1.474 -2.685
C 1.360 -3.958 -3.634
H 2.094 -2.121 -6.005
H 1.804 -0.540 -5.389
H 0.517 -1.849 -5.570
H 1.622 -4.523 -2.739
H 1.984 -4.438 -4.387
H 0.331 -4.102 -3.964
C -5.250 4.747 1.568
S -6.578 3.679 2.172
O -7.413 3.344 0.918
C -5.376 2.272 2.601
H -4.447 5.052 2.239
H -5.880 5.541 1.167
H -4.801 4.292 0.685
H -5.963 1.454 3.017
H -4.540 2.424 3.284
H -4.979 1.841 1.682
C -0.955 3.361 -6.124
S -1.901 1.864 -5.889
O -1.747 1.698 -4.404
C -3.616 2.418 -6.195
H -1.119 3.884 -7.066
H 0.100 3.123 -6.263
H -1.080 4.041 -5.281
H -4.380 1.681 -5.947
H -3.730 2.538 -7.273
H -3.768 3.326 -5.612
C 4.101 4.354 -3.788
S 3.870 2.707 -2.902
O 2.402 2.403 -2.681
C 4.584 3.249 -1.296
H 3.206 4.976 -3.808
H 4.228 4.044 -4.826
H 4.917 4.881 -3.294
H 4.647 2.360 -0.670
H 3.891 3.945 -0.824
H 5.506 3.818 -1.412



Most stable structure, least stable structure: #1, #2.



#1
Molecular formula: C5H16NO
Method: DFT, ωB97M-V/def2-TZVPD

Output
2S+1 = 1
total charge = +1
HOMO energy = -13.70 eV
HOMO-LUMO gap = 10.34 eV

CARTESIAN COORDINATES (ANGSTROEM)
C -0.016 -0.593 -1.243
C 0.022 0.642 -0.342
C 0.658 1.799 -1.216
C 0.858 0.450 0.855
C 1.307 1.714 1.480
N -1.379 -1.268 -1.338
H 0.227 -0.402 -2.309
H 0.595 -1.470 -0.917
H -1.055 0.949 -0.207
H 0.788 2.653 -0.552
H -0.147 2.099 -1.930
H 1.647 1.626 -1.578
H 1.726 -0.333 0.790
H 0.488 -0.246 1.614
H 0.850 2.613 1.252
H 2.415 1.843 1.471
H 1.300 1.586 2.563
H -1.421 -2.037 -1.947
H -2.054 -0.456 -1.546
H -1.662 -1.678 -0.346
H -1.595 -2.624 2.383
H -2.027 -3.833 1.545
O -1.525 -3.033 1.518



#2
Molecular formula: C5H16NO
Method: DFT, ωB97M-V/def2-TZVPD

Output
2S+1 = 1
total charge = +1
HOMO energy = -14.18 eV
HOMO-LUMO gap = 10.79 eV

CARTESIAN COORDINATES (ANGSTROEM)
C 0.813 -1.076 0.739
C 1.514 0.043 -0.101
C 1.173 -0.266 -1.660
C -0.075 0.229 -2.170
C -0.330 1.848 -1.967
N -0.518 -0.527 1.267
H 1.503 -1.442 1.512
H 0.522 -1.870 0.090
H 1.303 1.172 0.084
H 2.585 -0.008 -0.146
H 2.032 0.204 -2.166
H 1.260 -1.293 -2.012
H -0.234 0.115 -3.207
H -0.990 -0.174 -1.565
H -0.124 1.888 -0.897
H -1.296 2.301 -2.304
H 0.563 2.467 -2.419
H -0.977 -1.057 2.063
H -0.098 0.311 1.779
H -1.315 -0.242 0.496
H -3.162 -0.993 3.980
H -1.936 -0.937 4.748
O -2.213 -0.695 3.855



Most stable structure, least stable structure: #1, #2.